No. 1
DFT (wB97M-V/def2-TZVPD) results for the molecule C21H22N4O4S.

```
52
Properties=species:S:1:pos:R:3:forces:R:3
C -5.111 -3.551 1.285 -0.0476 -0.1751 -0.0173
C -5.554 -2.306 1.287 0.0260 0.0986 0.1747
C -4.835 -1.144 1.912 -0.0297 0.0982 -0.0831
C -4.603 -0.033 0.915 0.0400 -0.1025 0.1616
C -5.212 1.202 1.075 0.0724 -0.0427 -0.0798
C -4.991 2.228 0.174 -0.0489 0.1716 -0.0331
C -4.144 2.023 -0.898 -0.0505 -0.1686 0.1085
C -3.521 0.799 -1.090 0.0445 -0.3535 0.0189
C -3.762 -0.236 -0.184 -0.2073 0.4256 -0.0546
O -3.150 -1.435 -0.403 0.0985 -0.0523 0.0937
H -3.481 -2.085 0.230 -0.0470 -0.0365 -0.1616
C -2.565 0.607 -2.246 -0.0050 -0.0781 0.1399
N -1.419 1.490 -2.171 -0.1139 0.3024 -0.4459
C -0.461 1.407 -1.199 0.3799 -0.0335 0.1905
C -0.287 0.264 -0.407 -0.1476 0.0569 -0.0604
C 0.735 0.206 0.517 -0.0087 0.0744 0.0932
C 1.589 1.282 0.665 0.4287 -0.0688 0.5921
C 1.440 2.423 -0.101 -0.1027 0.1045 -0.0474
C 0.421 2.487 -1.025 0.0277 -0.0072 0.0556
H 0.292 3.374 -1.629 0.0055 0.0947 -0.0521
H 2.116 3.249 0.052 0.0449 0.1685 -0.0667
S 2.910 1.208 1.835 0.5676 0.1028 -0.0900
O 2.783 0.072 2.697 -0.2507 -0.0983 -0.3905
O 3.137 2.491 2.434 -0.0192 0.1150 -0.3396
N 4.284 0.998 0.835 -0.6031 0.5453 0.6280
C 4.478 -0.176 0.170 0.1129 -0.8989 -0.5982
N 3.430 -0.920 -0.115 0.4789 0.1272 0.1057
C 3.638 -2.060 -0.781 0.1072 -0.1577 -0.0768
C 4.896 -2.457 -1.161 -0.1963 -0.0639 -0.0493
N 5.973 -1.707 -0.890 0.0820 0.5879 0.3210
C 5.781 -0.586 -0.241 -0.2425 -0.4544 -0.2240
O 6.818 0.218 0.060 -0.4475 0.2337 0.1857
C 8.090 -0.242 -0.362 0.3862 -0.1077 -0.1093
H 8.116 -0.353 -1.448 0.0343 0.0055 0.0847
H 8.804 0.512 -0.037 -0.0505 -0.0339 -0.0124
H 8.319 -1.208 0.094 0.0173 0.0763 -0.0437
H 5.091 -3.378 -1.690 -0.1550 -0.1041 -0.0440
H 2.753 -2.641 -0.994 0.0019 -0.1709 -0.0869
H 5.113 1.503 1.106 -0.0652 0.1969 0.2208
H 0.893 -0.662 1.134 -0.0467 -0.1709 0.0146
H -0.952 -0.575 -0.514 -0.0938 -0.1177 0.0113
H -1.573 2.420 -2.529 0.0448 -0.1171 0.0266
H -2.222 -0.427 -2.271 -0.0659 0.0853 -0.1374
H -3.078 0.821 -3.188 0.0929 -0.0903 0.0683
H -3.965 2.822 -1.603 0.0386 0.1067 -0.0872
H -5.474 3.183 0.312 -0.0444 0.0909 0.0130
H -5.866 1.361 1.920 -0.0549 -0.0125 0.1039
H -3.883 -1.475 2.341 -0.0380 -0.0292 0.0583
H -5.448 -0.753 2.728 0.0926 0.0082 0.0171
H -6.494 -2.057 0.812 -0.1184 -0.0438 -0.1009
H -5.667 -4.352 0.830 -0.1308 -0.1115 -0.1313
H -4.183 -3.830 1.761 0.2068 0.0245 0.1354
```
Positions in Å, forces in eV/Å.

Results
**Lowest unoccupied orbital energy**: 0.7 eV
**Gap between HOMO and LUMO**: 8.7 eV
**Max |F|**: 1.086 eV Å⁻¹
**Relative energy (zero: lowest compared OMol25 entry of this formula, charge and spin)**: 3.260 eV

Table of Mulliken atomic charges, one value per atom, all in e:
1. C -0.743
2. C -0.056
3. C -1.245
4. C 1.062
5. C -0.688
6. C -1.007
7. C -0.428
8. C 0.742
9. C 0.849
10. O -0.631
11. H 0.088
12. C -1.693
13. N -0.087
14. C 0.939
15. C -0.509
16. C -0.643
17. C -0.015
18. C -0.680
19. C -0.846
20. H 0.335
21. H 0.440
22. S 1.417
23. O -0.690
24. O -0.751
25. N -0.267
26. C 0.520
27. N -0.314
28. C -0.314
29. C -0.464
30. N -0.571
31. C 0.536
32. O -0.445
33. C -0.696
34. H 0.320
35. H 0.254
36. H 0.321
37. H 0.391
38. H 0.422
39. H 0.279
40. H 0.520
41. H 0.371
42. H 0.259
43. H 0.498
44. H 0.515
45. H 0.387
46. H 0.383
47. H 0.383
48. H 0.324
49. H 0.398
50. H 0.289
51. H 0.254
52. H 0.286

=====

No. 2
DFT (wB97M-V/def2-TZVPD) results for a cluster of 2 separate species, C2H8BN in total.

```
12
Properties=species:S:1:pos:R:3:forces:R:3
B 0.475 0.783 1.429 -1.7995 1.7544 1.0790
C -1.202 0.938 -1.446 -1.2100 1.1351 2.9215
C 0.960 -1.200 -0.116 -0.4092 -1.7455 1.9765
N 0.558 0.051 0.322 -0.3641 0.4170 -0.1524
H -0.389 1.717 1.321 1.2184 -0.7069 0.4738
H 0.988 0.543 2.536 -0.0861 0.0398 -1.0307
H -0.301 1.116 -1.935 1.0853 0.3674 -0.8325
H -1.787 0.068 -1.585 -0.2653 -0.7794 -0.3848
H -1.628 1.662 -0.680 0.8905 -0.9269 -1.3665
H 0.918 -1.963 0.747 -0.3088 0.8629 -1.2871
H 0.400 -1.527 -0.953 -0.8851 -0.5938 -0.6716
H 1.948 -1.207 -0.431 2.1338 0.1759 -0.7251
```
Positions in Å, forces in eV/Å.

Results
**Lowest unoccupied orbital energy (alpha / beta)**: -1.0 / 0.1 eV
**Gap between HOMO and LUMO (alpha / beta)**: 7.8 / 9.6 eV
**Max |F|**: 3.360 eV Å⁻¹
**Relative energy (zero: lowest compared OMol25 entry of this formula, charge and spin)**: 5.204 eV

Table of Mulliken atomic charges, one value per atom, all in e:
1. B 0.102
2. C -0.866
3. C -0.696
4. N -0.163
5. H -0.102
6. H -0.059
7. H 0.381
8. H 0.311
9. H 0.245
10. H 0.279
11. H 0.247
12. H 0.323

=====

No. 3
DFT (wB97M-V/def2-TZVPD) results for a cluster of 2 separate species, C3H11NO2 in total.

```
17
Properties=species:S:1:pos:R:3:forces:R:3
C 0.268 0.920 1.799 0.6201 0.8567 1.2676
O 1.025 -0.142 1.276 0.5786 0.6386 -1.4076
C -0.492 1.587 0.702 -1.3703 1.4313 -0.1212
H 1.020 1.655 2.169 -0.4919 -0.3091 -0.0514
H -0.348 0.663 2.693 0.2753 -0.1708 -0.7351
H 0.942 -0.947 1.722 -0.2869 -1.5892 1.3943
H 0.105 1.610 -0.204 0.1689 0.0986 -0.0452
H -0.685 2.651 1.039 0.0025 -1.0879 -0.5478
H -1.464 1.129 0.409 0.6433 0.1571 0.4641
N -0.852 -1.516 -0.833 1.2258 -1.0586 1.1841
C 0.034 -1.362 -1.970 -0.0768 0.4725 0.1396
O 0.902 -0.256 -1.860 -0.4089 1.5190 -1.0705
H -1.729 -1.011 -0.828 0.4134 0.1388 -0.4649
H -0.357 -1.348 0.065 -0.6373 -0.1500 -1.1303
H -0.663 -1.136 -2.785 0.6120 -0.2359 -0.3117
H 0.774 -2.163 -2.248 -1.5707 -0.3029 0.6695
H 1.520 -0.332 -1.146 0.3029 -0.4082 0.7662
```
Positions in Å, forces in eV/Å.

Results
**Lowest unoccupied orbital energy**: 0.7 eV
**Gap between HOMO and LUMO**: 10.0 eV
**Max |F|**: 2.134 eV Å⁻¹
**Relative energy (zero: lowest compared OMol25 entry of this formula, charge and spin)**: 1.114 eV

Table of Mulliken atomic charges, one value per atom, all in e:
1. C -0.236
2. O -0.520
3. C -0.785
4. H 0.230
5. H 0.271
6. H 0.293
7. H 0.229
8. H 0.335
9. H 0.175
10. N -0.544
11. C -0.275
12. O -0.521
13. H 0.293
14. H 0.228
15. H 0.262
16. H 0.252
17. H 0.312

=====

Number 1: energy -1731.5857 Eh. Number 2: energy -160.4472 Eh. Number 3: energy -326.0905 Eh.